(1)
DFT (ωB97M-V/def2-TZVPD) results for a molecular structure, C5H11N3O.

Geometry as ORCA input:
```
! RIJCOSX wB97M-V def2-TZVPD def2/J DEFGRID3
* xyz 0 1
C 0.2397 1.0494 1.9369
C -0.0982 1.3693 -0.4239
O -1.0995 1.7720 -1.2283
N -0.3883 0.6169 0.6844
H -1.8748 1.2111 -1.0724
H 0.7130 2.0959 -0.4009
H -0.2244 1.9895 2.2374
H 1.3204 1.1954 1.8508
H 0.0687 0.2850 2.6887
C -1.3029 -1.4513 -0.4198
C -0.0688 -0.8098 0.2022
C 0.7668 -0.1357 -1.4730
N 0.6579 -1.4707 1.0564
N 2.0026 -0.3535 -1.5673
H 1.4779 -1.9342 0.6773
H 2.4270 -0.4664 -0.6384
H 0.1873 -0.0848 -2.4000
H -1.0364 -2.4488 -0.7691
H -2.0791 -1.5219 0.3422
H -1.6887 -0.9075 -1.2832
*
```

The value obtained for the lowest unoccupied orbital energy (alpha / beta) is -0.77 / -0.77 eV. For the HOMO energy (alpha / beta), the calculation gives -8.2 / -8.2 eV. The calculation puts the electronic energy at -11875.97918 eV.

---

(2)
DFT (ωB97M-V/def2-TZVPD) results for 2 unconnected molecules or ions with the total composition C5H11N3O.

Geometry as ORCA input:
```
! RIJCOSX wB97M-V def2-TZVPD def2/J DEFGRID3
* xyz 0 1
N -1.6181 1.2287 -2.0813
C -1.7425 1.0140 -0.6160
C -1.5054 -0.4160 -0.1584
C -0.0954 -0.7772 0.0446
C 0.9879 -0.7152 -0.8208
N 2.1159 -1.1840 -0.2329
C 1.7491 -1.5181 0.9849
N 0.4434 -1.2098 1.2419
H -0.7817 1.7324 -2.3434
H -1.6191 0.3597 -2.6078
H -0.9524 1.5977 -0.1538
H -2.7849 1.2794 -0.4317
H -2.0458 -0.6246 0.7891
H -2.1782 -1.0716 -0.7399
H 0.8911 -0.3987 -1.8428
H 2.3970 -2.0501 1.6581
H -0.1124 -1.3265 2.0779
O 2.6597 1.5387 1.8733
H 1.9057 1.9182 1.4002
H 2.2862 0.6231 1.9586
*
```

The value obtained for the lowest unoccupied orbital energy is 0.56 eV. For the HOMO energy, the calculation gives -8.8 eV. The calculation puts the electronic energy at -11880.58487 eV. Its SMILES is NCCc1cnc[nH]1.O.

---

Q: Among the records above, which one has the lowest electronic energy?
A: number 2

---

Q: Which of these has the highest electronic energy?
A: number 1

---

Q: What is the electronic energy in the first record?
A: -11875.97918 eV